Model 1:
Below is a molecular structure, H21O11, with properties calculated with the ωB97M-V functional and the def2-TZVPD basis.

Element x y z (Å)
O (-4.4793, 0.2050, -0.7873)
H (-3.8620, 0.6684, -1.4074)
H (4.1687, 2.2285, 1.0399)
O (3.6207, 2.7973, 0.5427)
H (-0.5735, -3.5246, 2.9272)
H (-1.5981, 0.6799, -1.6101)
O (-1.9788, 1.7689, 2.5218)
H (0.3516, -3.3272, 1.8269)
H (-1.2909, -0.9658, -1.2304)
O (-0.1967, -1.4095, -1.6087)
H (-0.4783, -2.2392, -1.1563)
H (2.7140, 0.0646, -1.4749)
O (0.6485, 1.0336, 3.7119)
H (0.5877, -0.3617, 0.9538)
H (-3.7154, -0.1345, -0.2550)
O (-1.8302, -0.2597, -0.2021)
H (-1.2568, 0.3813, 0.0974)
H (-1.8435, 0.1811, -3.0634)
O (-1.4806, 0.9264, -2.5585)
H (-1.8571, 1.4476, 1.6386)
O (-0.2544, -4.0400, 2.2146)
H (-2.1301, 2.6775, 2.2972)
H (1.6721, 0.5133, -4.6034)
O (1.9657, 0.1122, -3.8130)
H (1.3557, -0.5359, -3.4297)
H (3.1932, 2.1434, 0.0087)
O (0.6501, -1.3063, 0.8209)
H (0.0953, 0.6809, 4.3948)
H (0.4448, -1.2949, -0.1320)
O (3.4008, 0.1249, -0.7997)
H (0.1946, 1.5420, 3.0841)
H (3.2356, -0.7518, -0.2854)

The LUMO energy comes out at 2.9 eV. The net charge is -1.

Atom charges from the natural (NBO) analysis, given in e for atoms 1 to 5: O -0.990; H 0.464; H 0.458; O -0.948; H 0.458

***

Model 2:
Below is a molecular structure, H21O11, with properties calculated with the ωB97M-V functional and the def2-TZVPD basis.

Element x y z (Å)
O (1.5189, 0.0719, 0.7542)
H (2.3847, -0.2192, 0.5917)
H (0.8275, 0.3860, 0.0091)
O (-0.3504, 1.1007, -0.8537)
H (-2.1403, -0.6792, -1.7573)
H (1.3133, -1.4498, -2.2575)
O (-1.5200, 1.3749, 4.2628)
H (-1.4071, 0.7220, -1.2258)
H (0.9664, 1.7347, 2.0919)
O (2.0403, 2.4451, -2.6291)
H (2.9165, 2.8519, -2.5249)
H (-0.6699, -3.8544, 1.8418)
O (-1.0798, -0.2284, -4.0616)
H (3.0018, -2.3377, 1.0807)
H (1.7553, 1.7414, -1.9226)
O (0.6019, 2.3774, 2.7144)
H (0.0533, 2.9597, 2.2287)
H (-0.2553, -1.6151, -2.6380)
O (0.4592, -1.8047, -2.0347)
H (-1.9780, 1.5533, 3.4705)
O (-2.5543, 0.1654, -1.4910)
H (-0.5794, 1.2622, 3.9273)
H (-3.8421, 0.1846, 1.4263)
O (-3.7218, 0.9488, 0.8376)
H (-3.1763, 0.4338, 0.1300)
H (-0.8433, 1.6121, -0.2686)
O (3.8505, -1.9144, 1.2216)
H (-1.6904, 0.3626, -3.4946)
H (3.7740, -1.6361, 2.1274)
O (-0.1583, -4.5199, 1.4066)
H (-0.2147, 0.2537, -4.0919)
H (0.7178, -4.2833, 1.1290)

The LUMO energy comes out at 2.6 eV. The net charge is -1.

Atom charges from the natural (NBO) analysis, given in e for atoms 1 to 5: O -1.086; H 0.474; H 0.538; O -1.094; H 0.440

***

Model 3:
Below is 11 unconnected molecules or ions with the total composition H21O11, with properties calculated with the ωB97M-V functional and the def2-TZVPD basis.

Element x y z (Å)
O (-0.1035, 0.0118, -0.0486)
H (0.2515, 0.8488, -0.2836)
O (1.3185, -2.0602, -0.9036)
H (0.8975, -1.2532, -0.6086)
H (2.2255, -2.0492, -0.6966)
O (-1.3045, 3.2338, 0.4844)
H (-1.9385, 2.5758, 0.2104)
H (-1.0505, 2.9268, 1.3324)
O (-0.2165, -3.4102, 1.3624)
H (-0.3015, -2.8012, 0.6234)
H (-1.0755, -3.8202, 1.5544)
O (-1.7555, -2.0442, -0.8316)
H (-2.3735, -2.0122, -0.0886)
H (-1.1515, -1.3292, -0.6556)
O (2.8015, 0.6708, -1.1146)
H (2.4845, 0.2888, -0.2576)
H (2.1575, 1.3258, -1.2926)
O (-2.7925, 0.9518, 0.1724)
H (-3.0605, 0.9468, -0.7156)
H (-1.8925, 0.6348, 0.0994)
O (-0.9555, -0.6982, 2.3134)
H (-0.6115, -0.4052, 1.4044)
H (-0.5275, -1.5062, 2.5174)
O (1.9445, 0.5228, 1.4674)
H (1.8755, -0.1112, 2.1504)
H (1.1545, 0.4138, 0.9434)
O (1.0195, 2.8198, -0.7846)
H (0.1565, 2.8838, -0.3646)
H (1.5675, 3.3298, -0.1646)
O (0.2895, -0.0762, -2.8886)
H (0.1295, 0.0568, -1.9496)
H (0.8385, -0.8642, -2.9876)

The LUMO energy comes out at 3.2 eV. The net charge is -1.

Atom charges from the natural (NBO) analysis, given in e for atoms 1 to 5: O -1.265; H 0.462; O -0.994; H 0.495; H 0.465

***

Stability, highest: model 3

***

Model 1:
Below is C9H11NO2S in the gas phase, with properties calculated with the ωB97M-V functional and the def2-TZVPD basis.

Element x y z (Å)
C (2.1330, -1.6878, -0.4106)
C (-0.8110, 1.5383, -0.3051)
C (0.4975, -0.1828, -1.6983)
C (-0.7032, 0.1613, -0.8916)
C (-0.6957, 1.6048, 1.0292)
C (-0.6146, -0.6450, 0.4184)
C (-0.0760, 0.3612, 1.5223)
C (1.8847, -0.4655, -1.0526)
C (-2.0493, -1.0967, 0.9530)
N (2.4892, -2.5201, 0.2850)
O (1.8670, 2.0289, -0.4105)
O (1.3600, 0.3722, 1.5469)
S (2.3101, 0.8566, 0.2810)
H (2.5580, -0.1201, -1.8216)
H (-1.0638, 2.4390, -0.9120)
H (0.3289, -0.8955, -2.4500)
H (0.6806, 0.6105, -2.3006)
H (-1.5191, 0.0545, -1.5029)
H (-0.6961, 2.5034, 1.5821)
H (-0.0989, -1.6091, 0.3394)
H (-0.3637, 0.0517, 2.5554)
H (-2.2236, -0.9157, 2.0536)
H (-2.4556, -2.1465, 0.7313)
H (-2.7384, -0.2976, 0.4584)

The LUMO energy comes out at 0.6 eV.

Atom charges from the natural (NBO) analysis, given in e for atoms 1 to 5: C 0.246; C -0.084; C -0.378; C -0.298; C -0.265

***

Model 2:
Below is C9H11NO2S in the gas phase, with properties calculated with the ωB97M-V functional and the def2-TZVPD basis.

Element x y z (Å)
C (1.1097, 0.4479, 0.1224)
C (-0.2472, 0.0528, -0.0040)
C (-1.2591, 0.9895, -0.3075)
C (2.4008, -0.1013, -0.1058)
C (-2.5192, 0.4020, -0.4549)
C (-0.9368, -1.2415, 0.3019)
C (-0.9167, 2.3827, -0.7462)
C (3.4884, 0.6381, 0.5572)
C (-0.3618, -2.4817, 0.7160)
N (-2.1721, -1.0194, 0.0428)
O (-3.6562, 0.5643, -0.9221)
O (-3.2825, -1.8994, 0.0414)
S (2.8351, -1.3569, -1.1604)
H (1.0009, 1.5563, 0.3813)
H (-0.0945, 2.5139, -1.5165)
H (-0.4662, 3.0672, -0.0553)
H (-1.8576, 3.0071, -0.9695)
H (3.1281, 1.6598, 0.8815)
H (4.3791, 0.7829, -0.0839)
H (3.8571, 0.1524, 1.6077)
H (-0.6076, -3.2661, -0.0444)
H (-0.6436, -2.8501, 1.7285)
H (0.7843, -2.6336, 0.4431)
H (-3.9623, -1.3669, -0.4533)

The LUMO energy (alpha / beta) comes out at -1.7 / -1.9 eV.

Atom charges from the natural (NBO) analysis, given in e for atoms 1 to 5: C -0.242; C -0.009; C -0.223; C -0.126; C 0.589

***

Model 3:
Below is C9H11NO2S in the gas phase, with properties calculated with the ωB97M-V functional and the def2-TZVPD basis.

Element x y z (Å)
C (0.8608, 0.1353, -0.9275)
C (-0.0200, -0.2717, 0.1064)
C (0.5955, -0.5844, 1.4037)
C (0.7097, 0.7177, -2.2560)
C (-0.3515, -0.8788, 2.3247)
C (-1.4760, -0.3309, 0.3210)
C (1.9993, -0.6926, 1.7267)
C (1.2963, 2.0426, -2.5709)
C (-2.4659, -0.1177, -0.7664)
N (-1.6443, -0.6983, 1.5836)
O (-0.4877, -1.2753, 3.4731)
O (-2.6535, -1.0267, 2.3496)
S (0.4010, -0.0594, -3.6985)
H (1.8800, 0.1986, -0.7609)
H (2.7389, 0.1542, 1.3182)
H (2.5553, -1.6919, 1.3803)
H (2.1607, -0.7723, 2.8944)
H (2.3120, 1.8865, -2.6956)
H (1.1096, 2.6426, -1.7252)
H (0.8564, 2.3541, -3.6092)
H (-3.4365, -0.0238, -0.2895)
H (-2.5962, -0.9774, -1.4620)
H (-2.2408, 0.6258, -1.3846)
H (-2.1030, -1.3562, 3.2645)

The LUMO energy comes out at -1.4 eV.

Atom charges from the natural (NBO) analysis, given in e for atoms 1 to 5: C -0.239; C 0.064; C -0.318; C -0.051; C 0.541

***

Stability, highest: model 1